Entry 1:
ORCA calculation (ωB97M-V/def2-TZVPD) on 3 unconnected molecules or ions with the total composition C20H27BrClF17N2O6P.

Summary:
Strongest force on any atom   0.06360 hartree/bohr
Calculated total energy   -174482.657 eV
Net charge   +1
HOMO-LUMO gap   8.53 eV

Last column: Mulliken charge in e.
Positions of all 75 atoms, in Å:
1 C 0.916 -2.146 4.958  -1.166
2 C 0.140 -1.946 3.603  0.115
3 Cl -1.471 -2.778 3.721  -0.153
4 C 0.049 -0.435 3.132  -0.693
5 C -0.868 0.435 4.101  1.426
6 O -2.198 0.247 3.589  -0.362
7 C -3.200 1.044 4.158  -0.616
8 Br -4.279 0.010 5.502  -0.075
9 C -2.809 2.496 4.648  -0.254
10 O -3.769 3.039 5.580  -0.213
11 N -4.645 3.854 4.856  0.094
12 O -5.004 4.713 5.563  -0.266
13 N -1.399 2.720 5.062  0.516
14 C -1.031 2.558 6.494  -0.295
15 C -1.754 1.459 7.336  -0.073
16 F -1.170 1.527 8.620  -0.325
17 C -0.538 1.967 4.064  -1.164
18 P 1.275 2.476 4.123  0.064
19 C 1.833 2.612 2.310  -0.943
20 O 2.204 1.264 4.909  -0.447
21 H 0.661 -3.182 5.322  0.444
22 H 0.622 -1.451 5.780  0.192
23 H 2.023 -2.165 4.770  0.302
24 H 0.735 -2.468 2.808  0.304
25 H 1.098 -0.073 3.066  0.225
26 H -0.488 -0.451 2.141  0.254
27 H -0.752 -0.048 5.107  -0.443
28 H -3.954 1.205 3.338  0.544
29 H -2.947 3.157 3.741  0.613
30 H -1.200 3.710 4.834  0.482
31 H -1.266 3.538 7.001  0.456
32 H 0.073 2.425 6.682  0.303
33 H -2.849 1.631 7.504  0.256
34 H -1.635 0.406 6.997  0.100
35 H -0.913 2.332 3.060  0.425
36 H 2.036 1.625 1.833  0.312
37 H 1.040 3.217 1.801  0.326
38 H 2.743 3.274 2.349  0.427
39 H 3.109 1.374 4.567  0.323
40 C -1.780 -2.623 -2.542  -0.797
41 C -1.336 -3.695 -1.515  0.923
42 C -1.245 -3.269 -0.047  0.090
43 F -0.348 -2.286 0.163  -0.245
44 F -0.844 -4.313 0.718  -0.285
45 F -0.173 -4.240 -1.929  -0.257
46 F -2.263 -4.691 -1.578  -0.325
47 O -0.763 -1.941 -3.300  -0.296
48 C -0.125 -0.816 -2.755  0.746
49 C 1.372 -1.044 -2.514  0.710
50 F 1.595 -2.089 -1.696  -0.235
51 F 1.930 0.044 -1.923  -0.296
52 F -0.782 -0.403 -1.656  -0.284
53 F -0.268 0.173 -3.666  -0.300
54 H -2.339 -3.168 -3.303  0.410
55 H -2.497 -1.920 -2.116  0.320
56 H -2.217 -2.937 0.328  0.280
57 H 1.892 -1.238 -3.453  -0.104
58 C 0.951 -0.634 -8.682  -0.799
59 C 1.504 -1.552 -7.563  0.826
60 C 1.703 -0.934 -6.175  0.355
61 F 2.583 0.077 -6.165  -0.277
62 F 2.195 -1.872 -5.316  -0.346
63 F 2.645 -2.130 -7.997  -0.276
64 F 0.601 -2.563 -7.415  -0.316
65 O 1.882 -0.046 -9.607  -0.396
66 C 2.537 1.152 -9.275  0.780
67 C 4.054 0.975 -9.141  0.199
68 F 4.373 0.052 -8.214  -0.209
69 F 4.630 2.137 -8.755  -0.253
70 F 1.970 1.701 -8.189  -0.284
71 F 2.294 2.003 -10.290  -0.291
72 H 0.346 -1.284 -9.314  0.461
73 H 0.253 0.109 -8.293  0.338
74 H 0.755 -0.572 -5.768  0.185
75 H 4.493 0.663 -10.091  0.235


Entry 2:
ORCA calculation (ωB97M-V/def2-TZVPD) on a molecular structure, C20H27BrCrF2N2O2S.

Summary:
Strongest force on any atom   0.02981 hartree/bohr
Calculated total energy   -142984.426 eV
Spin multiplicity   5
Energy relative to the best compared isomer or geometry (same formula, charge and spin)   2.6 kcal/mol
HOMO-LUMO gap (spin up / spin down)   6.09 / 8.07 eV
Expectation value of S²   6.036

Last column: Mulliken spin population.
Positions of all 56 atoms, in Å:
1 Cr -1.421 -0.525 0.411  4.025
2 O -3.402 0.868 0.588  0.006
3 C -2.823 2.171 0.644  -0.008
4 C -1.920 2.306 -0.548  0.022
5 C -1.902 3.435 -1.346  -0.004
6 C -1.057 3.475 -2.445  0.018
7 C -0.255 2.369 -2.691  -0.007
8 C -0.316 1.291 -1.833  0.012
9 N -1.138 1.240 -0.779  -0.082
10 H -3.744 0.624 1.457  0.008
11 H -2.232 2.266 1.557  0.005
12 H -3.597 2.943 0.632  0.003
13 H -2.542 4.274 -1.105  0.000
14 H -1.028 4.343 -3.088  0.001
15 H 0.410 2.346 -3.544  0.000
16 H 0.327 0.429 -1.965  0.009
17 F -1.880 -3.350 0.988  0.005
18 C -2.029 -2.089 1.591  -0.123
19 F -3.444 -1.800 1.484  0.009
20 H -1.908 -2.309 2.662  -0.012
21 C 0.289 1.613 4.434  0.001
22 S -0.832 0.226 4.061  0.010
23 C 0.473 -1.000 3.816  0.007
24 O -1.393 0.518 2.705  -0.010
25 H 0.763 1.914 3.501  0.000
26 H 1.027 1.286 5.164  0.001
27 H -0.300 2.432 4.842  0.000
28 H 1.009 -1.138 4.755  0.000
29 H 1.123 -0.653 3.015  0.002
30 H -0.004 -1.928 3.508  0.001
31 C 3.873 0.035 1.228  0.012
32 C 3.188 -0.573 -0.004  -0.001
33 C 3.464 0.319 -1.223  0.005
34 C 3.758 -1.973 -0.269  0.006
35 C 1.736 -0.667 0.225  0.054
36 C 0.537 -0.792 0.420  -0.110
37 H 4.953 0.085 1.069  0.000
38 H 3.684 -0.574 2.114  -0.001
39 H 3.504 1.045 1.416  -0.002
40 H 4.541 0.383 -1.401  0.001
41 H 3.077 1.327 -1.066  -0.002
42 H 2.994 -0.098 -2.116  -0.001
43 H 4.832 -1.913 -0.469  0.000
44 H 3.267 -2.424 -1.132  -0.002
45 H 3.599 -2.622 0.593  -0.002
46 Br 0.890 -3.427 -3.672  0.002
47 C -0.608 -2.408 -3.113  -0.018
48 C -1.329 -1.665 -4.040  0.046
49 C -2.432 -0.974 -3.558  -0.017
50 C -2.723 -1.009 -2.209  0.080
51 N -1.973 -1.672 -1.307  -0.010
52 C -0.961 -2.419 -1.782  0.055
53 H -1.049 -1.646 -5.083  0.005
54 H -3.063 -0.410 -4.233  -0.003
55 H -3.588 -0.494 -1.807  -0.003
56 H -0.424 -3.010 -1.054  0.009


Question: The highest calculated total energy belongs to which entry?
Answer: C20H27BrCrF2N2O2S


Question: What is the formula in the second record?
Answer: C20H27BrCrF2N2O2S


Question: What is the formula in the second record?
Answer: C20H27BrCrF2N2O2S


Question: Which value of calculated total energy does entry 1 give?
Answer: -174482.657 eV